Record 1
Here is 7 unconnected molecules or ions with the total composition C43H105N6O4 in a non-equilibrium geometry from OMol25. Energies are from wB97M-V/def2-TZVPD.

Last column: Löwdin charge in e.
Positions of all 158 atoms, in Å:
C -0.15399 -1.37801 -0.59017  -0.336
O -0.96151 -0.47961 -1.24566  -0.374
H 0.91145 -1.31413 -0.91072  0.058
H -0.17020 -1.38141 0.51510  0.057
H -0.33249 -2.44768 -0.87371  0.045
C 2.43318 5.76825 2.63336  -0.091
C 3.37232 4.72751 3.21997  -0.216
C 4.45044 4.31285 2.21393  -0.139
N 5.11576 2.98936 2.42541  -0.271
C 4.23222 1.82612 2.06229  -0.089
C 4.01391 1.68821 0.55281  -0.154
C 5.33368 1.83893 -0.22248  -0.189
C 6.18795 3.02029 0.11928  -0.148
C 6.39373 3.03764 1.63059  -0.113
C 5.52373 2.90602 3.86959  0.035
H 2.94678 6.51388 2.02272  0.092
H 1.96048 6.37847 3.40434  0.069
H 1.61900 5.31883 2.06088  0.067
H 2.81716 3.92443 3.69992  0.105
H 3.95223 5.25320 3.98272  0.121
H 5.21771 5.08602 2.15546  0.152
H 4.08356 4.33726 1.18702  0.120
H 3.30004 1.91621 2.62474  0.130
H 4.67613 0.93899 2.52133  0.145
H 3.39159 2.50652 0.17277  0.100
H 3.54419 0.74297 0.29397  0.119
H 5.07457 1.77494 -1.28374  0.109
H 5.87115 0.88564 -0.12141  0.133
H 5.78671 3.96825 -0.24631  0.122
H 7.19889 2.95818 -0.28436  0.141
H 7.06178 3.80575 2.01309  0.150
H 6.93358 2.10522 1.83282  0.148
H 6.00714 3.83813 4.14259  0.126
H 6.17954 2.04771 3.98260  0.120
H 4.62031 2.73935 4.45064  0.107
C 2.41002 1.68655 -2.88858  -0.076
C 1.76808 3.04800 -2.95674  -0.210
C 0.40658 2.91205 -2.30419  -0.128
N -0.51388 4.12192 -2.34926  -0.256
C -0.64759 4.71197 -3.70761  -0.101
C -1.40706 3.77393 -4.63286  -0.153
C -2.78181 3.41023 -4.05730  -0.162
C -2.66886 2.77917 -2.69025  -0.151
C -1.82767 3.65657 -1.74943  -0.090
C 0.04021 5.12803 -1.39695  0.013
H 3.39993 1.56409 -3.32598  0.091
H 1.69591 0.94731 -3.25475  0.060
H 2.61110 1.35180 -1.86326  0.058
H 1.62773 3.42857 -3.97238  0.109
H 2.46784 3.80610 -2.58315  0.121
H 0.54163 2.56481 -1.28166  0.138
H -0.16387 2.17543 -2.86533  0.101
H 0.34116 4.90329 -4.11252  0.129
H -1.18221 5.66119 -3.65791  0.156
H -0.79241 2.92688 -4.95106  0.109
H -1.61474 4.31795 -5.55807  0.134
H -3.21227 2.68077 -4.75024  0.112
H -3.40637 4.30041 -4.14139  0.133
H -2.23969 1.77798 -2.70112  0.089
H -3.62069 2.76507 -2.15390  0.132
H -1.55931 3.09929 -0.85249  0.139
H -2.39220 4.53475 -1.44088  0.138
H 0.74218 5.79963 -1.88405  0.119
H 0.39393 4.62005 -0.50713  0.100
H -0.76888 5.78219 -1.06423  0.110
C -0.02301 -11.34683 2.86043  -0.065
C 0.57029 -9.95968 3.13677  -0.238
C 0.50752 -9.05889 1.91917  -0.128
N 1.01207 -7.63365 2.09355  -0.270
C -0.05470 -6.79641 2.80677  -0.077
C 0.22662 -5.30917 2.78101  -0.149
C 0.58221 -4.78273 1.39584  -0.196
C 1.64874 -5.61318 0.69439  -0.152
C 1.34132 -7.09937 0.74066  -0.134
C 2.28444 -7.62711 2.88706  0.032
H -0.12796 -11.82570 3.82880  0.090
H 0.59846 -11.89459 2.15592  0.089
H -1.01345 -11.29197 2.40332  0.083
H 1.63552 -10.09308 3.33952  0.111
H 0.14614 -9.53530 4.04895  0.118
H -0.51359 -8.98840 1.54369  0.136
H 1.14040 -9.47889 1.13690  0.143
H -0.98343 -7.11021 2.33534  0.139
H 0.01416 -7.21416 3.80917  0.135
H -0.61808 -4.81244 3.24866  0.128
H 1.14851 -5.17776 3.35616  0.114
H -0.36117 -4.77128 0.82111  0.107
H 0.85942 -3.72951 1.31910  0.107
H 1.70219 -5.36752 -0.36373  0.127
H 2.59306 -5.43909 1.21563  0.120
H 0.46912 -7.28767 0.10323  0.145
H 2.11322 -7.72459 0.29511  0.142
H 2.01593 -8.06408 3.84586  0.107
H 2.56661 -6.61460 3.15444  0.099
H 3.07407 -8.15043 2.36296  0.131
C -1.58453 -2.01378 -7.63790  0.012
N -1.04521 -1.06568 -6.59839  -0.359
C 0.12973 -0.38986 -7.19040  0.015
C -2.13745 -0.07287 -6.40699  0.000
C -0.70873 -1.88105 -5.35943  -0.072
C 0.13327 -1.16645 -4.31708  -0.222
O -0.54625 -0.03641 -3.79321  -0.141
H -0.79784 -2.69232 -7.95330  0.119
H -1.99029 -1.49921 -8.50757  0.123
H -2.45518 -2.50214 -7.20046  0.114
H 0.58363 0.23736 -6.41853  0.100
H -0.10954 0.21022 -8.05807  0.124
H 0.92403 -1.12426 -7.33207  0.126
H -3.08836 -0.55587 -6.21488  0.114
H -2.22940 0.54162 -7.30374  0.118
H -1.80733 0.64464 -5.65806  0.081
H -0.26751 -2.79149 -5.76180  0.143
H -1.69742 -2.09438 -4.95151  0.130
H 1.11326 -0.88544 -4.70040  0.115
H 0.21278 -1.86160 -3.47395  0.128
H -0.79760 -0.20597 -2.83901  0.022
C -3.21101 4.60290 5.41474  0.017
N -1.92861 4.50117 6.17819  -0.359
C -2.22849 3.78022 7.45646  0.021
C -1.01343 3.63626 5.36984  0.004
C -1.33077 5.84830 6.46924  -0.082
C -1.30838 6.85441 5.32479  -0.182
O -0.76749 6.29258 4.09767  -0.094
H -3.58102 3.59052 5.27886  0.117
H -3.07665 5.10953 4.46453  0.104
H -3.94081 5.18330 5.97832  0.126
H -3.01110 4.33343 7.97194  0.121
H -1.35489 3.78602 8.10661  0.124
H -2.53308 2.76433 7.23591  0.112
H -0.01578 3.72280 5.79289  0.112
H -1.06484 3.93715 4.33583  0.093
H -1.31440 2.59653 5.47750  0.108
H -0.27358 5.64434 6.64153  0.138
H -1.80549 6.28728 7.34162  0.154
H -0.61003 7.64749 5.58995  0.140
H -2.29223 7.28193 5.12370  0.129
H -0.48191 7.04326 3.56708  0.093
C -5.82692 -2.28753 -0.62358  0.000
N -4.65183 -2.88005 -1.32001  -0.348
C -3.63139 -3.33337 -0.33956  0.014
C -5.24422 -4.11578 -1.98522  0.025
C -4.08077 -1.96327 -2.36646  -0.099
C -4.19452 -0.46913 -2.08990  -0.247
O -3.61435 -0.08368 -0.87468  -0.095
H -6.26346 -2.98075 0.08902  0.120
H -6.61894 -2.01186 -1.31869  0.123
H -5.52246 -1.36086 -0.13933  0.107
H -4.18588 -3.74898 0.50595  0.111
H -3.17193 -2.44571 0.09057  0.108
H -3.00104 -4.10601 -0.76052  0.109
H -6.08227 -3.77724 -2.58717  0.113
H -5.56180 -4.76528 -1.17845  0.115
H -4.51698 -4.55548 -2.66358  0.114
H -4.65035 -2.16791 -3.27752  0.136
H -3.04779 -2.26519 -2.54639  0.130
H -5.24990 -0.23553 -1.96267  0.121
H -3.72474 0.01764 -2.95066  0.113
H -2.64270 -0.29483 -0.87411  0.037

Properties
HOMO = -17.12 eV
2S+1 = 1
Net charge = +5
Energy relative to the best compared isomer or geometry (same formula, charge and spin) = 0.0 kcal/mol



Record 2
Here is 12 unconnected molecules or ions with the total composition C43H105O15P2S11 in a non-equilibrium geometry from OMol25. Energies are from wB97M-V/def2-TZVPD.

Last column: Löwdin charge in e.
Positions of all 176 atoms, in Å:
C 4.90622 -3.58074 1.26454  -0.116
C 3.91122 -2.64161 1.93948  -0.245
C 2.57693 -2.62316 1.19222  -0.100
C 1.52768 -1.61143 1.66353  -0.540
O 1.34353 -1.53747 3.06315  -0.065
C 2.24542 -0.74965 3.81606  -0.179
C 1.63159 -0.58665 5.19026  -0.191
O 1.00944 0.66906 5.32877  -0.163
C -0.07610 0.66832 6.20735  -0.297
C -1.39830 0.56614 5.45516  -0.066
O 1.76224 -0.41002 1.01010  -0.280
P 0.29475 0.31644 0.29016  0.436
P 0.38562 1.78965 2.02495  0.829
C -1.05871 2.93372 1.84554  -0.375
C 1.92524 2.76920 1.66805  -0.471
C 1.71005 4.25360 1.32741  -0.190
O -0.64160 -0.89633 1.14894  -0.316
C 0.13562 -2.04571 1.12619  -0.389
C -0.50196 -3.24753 1.78394  -0.129
C -1.98217 -3.38256 1.39261  -0.168
C -2.95371 -3.30305 2.57709  -0.138
C -3.92035 -2.13428 2.59173  -0.203
C -3.85520 -1.05090 1.71903  -0.025
C -4.76091 0.00501 1.83879  -0.081
C -5.74165 0.01128 2.83000  -0.107
C -5.81396 -1.07921 3.69692  -0.106
C -4.91368 -2.13229 3.58540  -0.059
H 4.67280 -4.62157 1.47108  0.055
H 4.88602 -3.44146 0.18970  0.057
H 5.91280 -3.34196 1.59931  0.067
H 3.71461 -3.01621 2.94498  0.085
H 4.30767 -1.63374 2.02310  0.112
H 2.18496 -3.64391 1.20081  0.101
H 2.79687 -2.39450 0.15362  0.127
H 3.19945 -1.26438 3.95791  0.100
H 2.45299 0.21538 3.36110  0.107
H 0.86851 -1.36715 5.26929  0.122
H 2.35163 -0.78244 5.99269  0.120
H -0.10400 1.60261 6.76851  0.089
H -0.02284 -0.13461 6.94867  0.110
H -2.20462 0.28125 6.13331  0.067
H -1.66273 1.53868 5.05359  0.060
H -1.35436 -0.17409 4.66095  0.074
H 0.41242 -0.49755 -0.86190  -0.019
H -0.95641 0.93992 -0.13035  -0.047
H 1.04241 1.32904 -0.47203  -0.039
H -1.40910 3.00511 0.80825  -0.008
H -0.79701 3.93982 2.17063  0.011
H -1.85281 2.58727 2.49809  0.000
H 2.62024 2.68318 2.49913  0.046
H 2.42433 2.30710 0.81455  0.035
H 0.78947 4.45007 0.79419  0.021
H 2.51943 4.58561 0.67672  0.033
H 1.80241 4.86617 2.22232  0.059
H 0.34296 -2.35509 0.08790  0.134
H 0.03474 -4.12914 1.43807  0.101
H -0.36898 -3.23551 2.86410  0.097
H -2.21442 -2.67777 0.60465  0.082
H -2.10102 -4.37274 0.95208  0.101
H -2.38400 -3.19908 3.50036  0.110
H -3.50284 -4.23426 2.69193  0.108
H -3.08950 -0.99149 0.96338  0.086
H -4.67923 0.83183 1.14744  0.090
H -6.42779 0.83519 2.93902  0.087
H -6.57251 -1.11051 4.46581  0.090
H -4.98204 -2.95742 4.27889  0.103
C 2.18906 4.78547 -3.40473  -0.250
S 1.74278 5.68511 -1.92229  0.806
O 0.36344 5.26083 -1.57092  -0.547
C 1.61728 7.29305 -2.72065  -0.263
H 2.27837 3.73100 -3.14941  0.060
H 1.38851 4.93115 -4.12598  0.012
H 3.14110 5.15164 -3.78899  0.057
H 0.88861 7.24623 -3.53155  0.044
H 2.59453 7.58172 -3.10744  0.052
H 1.29362 8.01274 -1.97108  0.048
C 1.17255 6.22675 8.45459  -0.283
S 2.17335 4.88123 7.80167  0.795
O 3.32757 5.50324 7.10498  -0.555
C 0.99575 4.36944 6.54910  -0.270
H 1.74440 6.71916 9.23851  0.043
H 0.95162 6.93728 7.65786  0.055
H 0.25041 5.82287 8.87287  0.049
H 0.78057 5.20506 5.88278  0.061
H 0.08199 4.02452 7.03357  0.047
H 1.43373 3.55068 5.97847  0.050
C 3.43535 -6.30202 -1.40014  -0.251
S 5.14653 -6.60362 -0.95038  0.795
O 5.86626 -5.30765 -1.06827  -0.547
C 5.57300 -7.56526 -2.40820  -0.263
H 2.99471 -5.67312 -0.62851  0.041
H 3.39318 -5.78821 -2.36077  0.064
H 2.90250 -7.25183 -1.44844  0.055
H 5.39262 -6.97008 -3.30375  0.059
H 4.97595 -8.47698 -2.42748  0.053
H 6.62826 -7.82246 -2.34212  0.046
C -2.33243 -2.58039 -2.84466  -0.255
S -1.02439 -2.03236 -3.96067  0.785
O -0.02854 -1.32766 -3.11933  -0.539
C -2.00862 -0.76699 -4.78352  -0.260
H -1.91414 -3.35167 -2.20077  0.046
H -2.67499 -1.74191 -2.23602  0.059
H -3.16019 -2.99457 -3.42405  0.040
H -2.37536 -0.05261 -4.04517  0.057
H -2.84046 -1.23660 -5.31035  0.043
H -1.36377 -0.26011 -5.49865  0.039
C -5.47591 4.68516 -0.04679  -0.264
S -4.44446 6.15375 -0.12364  0.815
O -4.96172 6.99805 -1.24387  -0.575
C -2.97787 5.32802 -0.72040  -0.261
H -6.47198 4.98606 0.27309  0.040
H -5.52825 4.22358 -1.03310  0.059
H -5.05453 3.98901 0.67826  0.053
H -3.19944 4.82645 -1.66265  0.049
H -2.63638 4.60556 0.02178  0.037
H -2.19951 6.07215 -0.87624  0.045
C -2.32088 5.98285 -4.43584  -0.257
S -1.20509 4.87351 -5.29794  0.797
O -0.23703 5.72192 -6.04774  -0.557
C -2.41039 4.26749 -6.48537  -0.271
H -1.74910 6.49470 -3.66435  0.042
H -2.73203 6.70836 -5.13830  0.061
H -3.11956 5.40611 -3.97022  0.046
H -2.81827 5.10360 -7.05408  0.055
H -3.20441 3.74166 -5.95537  0.052
H -1.90087 3.57934 -7.15642  0.046
C 1.66437 -5.30389 3.94793  -0.271
S 2.14688 -6.54705 5.14485  0.802
O 1.38520 -7.78482 4.82913  -0.560
C 1.32778 -5.76940 6.54403  -0.274
H 2.03984 -5.60924 2.97296  0.049
H 0.57782 -5.22640 3.91499  0.054
H 2.10234 -4.34211 4.21792  0.050
H 0.26414 -5.66165 6.33045  0.057
H 1.77951 -4.79512 6.73167  0.050
H 1.46652 -6.41089 7.41189  0.044
C -3.34870 -4.75174 -6.82896  -0.266
S -1.63768 -5.06829 -6.37631  0.809
O -0.92433 -3.76805 -6.43181  -0.590
C -1.20693 -5.96922 -7.86962  -0.264
H -3.79853 -4.15467 -6.03802  0.040
H -3.38300 -4.20287 -7.77048  0.059
H -3.88169 -5.69831 -6.91838  0.053
H -1.38429 -5.33783 -8.74036  0.059
H -1.80253 -6.88072 -7.92863  0.051
H -0.15092 -6.22371 -7.81045  0.054
C 8.99613 -6.20518 3.18313  -0.275
S 7.61571 -6.52672 2.07420  0.786
O 7.37328 -7.99366 2.10791  -0.557
C 8.53801 -6.17209 0.57568  -0.266
H 8.66352 -6.40950 4.19875  0.047
H 9.83006 -6.86016 2.92940  0.053
H 9.29139 -5.15930 3.09867  0.051
H 9.40885 -6.82832 0.52565  0.058
H 8.84320 -5.12615 0.57963  0.062
H 7.88639 -6.34531 -0.27280  0.005
C 1.38320 -1.46090 -7.56798  -0.263
S 1.70302 -2.30607 -9.11946  0.784
O 2.61189 -3.44636 -8.83192  -0.558
C 2.70733 -0.99916 -9.83940  -0.280
H 0.79793 -2.12196 -6.92954  0.021
H 2.32673 -1.22300 -7.07635  0.066
H 0.81956 -0.54801 -7.76457  0.053
H 3.56394 -0.80053 -9.19533  0.057
H 2.10153 -0.10056 -9.95641  0.050
H 3.05075 -1.33820 -10.81462  0.044
C -7.81325 8.20345 -0.76683  -0.280
S -8.36701 9.07440 0.69705  0.800
O -9.72424 8.56452 1.03111  -0.563
C -8.58749 10.66762 -0.10687  -0.279
H -7.65056 7.16298 -0.50300  0.031
H -8.57770 8.26941 -1.54249  0.061
H -6.87425 8.62869 -1.11610  0.042
H -9.29884 10.56712 -0.92686  0.054
H -7.62516 11.02165 -0.47634  0.052
H -8.97458 11.36528 0.63279  0.045

Properties
HOMO = -3.08 eV
2S+1 = 1
Net charge = -1



In the order shown, the computed calculated total energy values come out to -63377.5926; -214762.2462 eV.